C6H14BCl4N4O6P2 | ωB97M-V with the def2-TZVPD basis set

As for the net charge: +1. The orbital gap comes out at 9.827 eV. The HOMO energy is -0.4779 Eh. As for the largest force on an atom: 0.009 Eh/bohr. As for the relative energy (zero: lowest compared OMol25 entry of this formula, charge and spin): 0.000 eV.

Positions of all 37 atoms, in Å:
H: 0.898 4.186 -0.380
O: -2.700 -1.507 1.636
O: -4.309 1.051 0.616
H: 2.378 3.515 -2.035
C: -0.327 0.680 -1.500
P: -4.162 0.543 -0.922
C: 2.670 3.117 -1.060
Cl: -0.175 -3.080 5.419
N: -0.226 -0.393 -0.664
N: -1.548 -0.679 -0.293
O: 2.031 -0.473 0.613
H: 2.218 4.194 0.781
H: 1.264 2.726 0.516
C: -2.313 0.245 -0.877
P: 0.965 -1.540 0.118
O: 1.755 -2.112 -1.173
H: 2.414 1.540 -3.133
C: 2.076 1.112 -2.186
H: -4.729 1.920 0.633
H: 1.182 -2.601 -1.779
C: 1.712 3.592 0.033
N: -1.608 1.074 -1.615
H: -0.376 -2.195 3.274
Cl: -0.608 -4.491 2.912
H: -1.379 -3.723 0.797
B: -1.981 -1.856 0.553
C: 0.111 -3.067 3.694
H: 2.956 -0.700 0.454
H: 2.303 0.051 -2.191
H: 0.267 2.063 -2.747
Cl: -4.784 -1.393 -0.777
O: -1.666 -3.096 0.116
H: -3.199 -2.237 2.019
H: 3.679 3.476 -0.876
N: 0.631 1.318 -2.174
O: 2.747 1.690 -1.122
Cl: 1.829 -2.951 3.320